[1]
DFT (ωB97M-V with the def2-TZVPD basis set) results for a structure of composition C28H42O25Rb2S.

```
98
Properties=species:S:1:pos:R:3:forces:R:3:lowdin_charge:R:1
Rb 18.042 -2.412 -4.416 -0.21 0.47 -0.81 0.827
Rb 16.606 1.868 -11.930 0.07 -0.48 0.93 0.861
S 17.025 -0.238 -8.116 0.98 0.53 0.19 0.016
O 17.579 -0.615 -9.407 1.17 -0.80 -2.27 -0.471
O 18.126 0.097 -7.188 0.85 0.20 0.93 -0.483
O 16.136 0.875 -8.337 -1.52 3.33 -0.54 -0.461
O 16.220 -1.282 -7.550 -1.29 -3.23 1.66 -0.448
C 18.775 -4.363 -12.627 0.34 0.15 0.87 -0.009
C 18.821 -5.266 -11.356 -0.36 1.44 -1.20 -0.302
C 17.742 -4.985 -10.309 0.20 0.29 -0.81 -0.067
O 17.279 -6.316 -10.049 -1.27 0.14 1.43 0.072
C 17.658 -7.180 -10.989 0.54 -1.20 -0.88 -0.571
O 17.379 -8.343 -11.131 -0.30 1.37 0.81 0.150
O 18.489 -6.550 -11.824 0.68 -0.63 -0.46 0.079
H 17.783 -4.260 -13.066 -0.27 -0.24 0.45 0.083
H 19.384 -4.763 -13.438 0.32 -0.04 0.33 0.083
H 19.109 -3.361 -12.357 0.15 0.07 -0.14 0.078
H 19.781 -5.249 -10.840 0.36 -0.25 -0.48 0.150
H 16.995 -4.320 -10.743 -0.59 -0.46 0.07 0.134
H 18.074 -4.468 -9.409 0.16 -0.50 0.09 0.137
C 20.433 4.701 -9.259 -1.47 -0.53 0.29 0.001
C 19.066 5.196 -8.771 0.52 -0.10 0.36 -0.317
C 19.095 6.156 -7.595 1.94 -0.35 0.31 -0.095
O 18.257 7.226 -7.972 0.16 0.00 1.59 0.113
C 17.785 6.979 -9.174 -3.12 1.91 -1.34 -0.599
O 16.851 7.579 -9.669 1.56 -0.66 0.47 0.142
O 18.415 5.983 -9.753 0.26 -1.20 -1.28 0.100
H 21.183 5.490 -9.318 -0.06 -0.16 0.10 0.093
H 20.287 4.213 -10.222 0.16 0.20 -0.15 0.081
H 20.666 3.882 -8.578 0.66 0.19 0.11 0.090
H 18.413 4.385 -8.448 -0.02 -0.45 -0.68 0.156
H 20.129 6.484 -7.491 -0.04 0.57 0.21 0.129
H 18.846 5.647 -6.664 -0.59 0.44 0.02 0.137
C 14.567 -5.581 -6.078 -0.35 1.05 -1.34 -0.022
C 13.740 -6.818 -5.756 2.25 0.03 -0.26 -0.276
C 14.123 -8.066 -6.588 -1.24 1.09 -0.34 -0.072
O 14.615 -9.000 -5.639 0.41 -1.26 -0.35 0.087
C 14.748 -8.437 -4.435 -0.48 -0.41 1.92 -0.555
O 15.050 -8.920 -3.359 -0.03 0.26 -2.50 0.138
O 14.387 -7.171 -4.559 -0.52 0.94 2.72 0.045
H 15.595 -5.852 -6.321 0.03 -0.36 0.28 0.088
H 14.593 -4.877 -5.246 -0.19 -0.21 0.14 0.084
H 14.271 -4.995 -6.948 -0.47 -0.09 -0.11 0.086
H 12.669 -6.679 -5.610 0.10 0.10 0.04 0.158
H 14.865 -7.769 -7.330 0.11 -0.57 -0.01 0.133
H 13.200 -8.426 -7.042 0.42 -0.53 -0.25 0.135
C 22.261 -2.619 -8.118 0.18 -0.72 1.30 -0.026
C 22.235 -1.856 -9.376 -1.30 0.50 0.96 -0.346
C 22.532 -0.358 -9.183 -1.52 -0.61 -0.04 -0.098
O 23.443 -0.110 -10.199 1.27 0.49 -1.03 0.074
C 23.818 -1.261 -10.804 1.76 0.24 -1.70 -0.552
O 24.591 -1.339 -11.727 -0.93 0.39 1.16 0.148
O 23.239 -2.308 -10.236 0.11 -0.52 -0.37 0.115
H 21.583 -2.201 -7.374 -0.21 0.12 -0.15 0.091
H 23.255 -2.571 -7.673 0.13 -0.11 -0.02 0.100
H 21.990 -3.665 -8.258 0.07 -0.01 -0.06 0.089
H 21.256 -1.988 -9.837 0.01 0.08 -0.34 0.158
H 22.908 -0.102 -8.192 0.24 -0.02 -0.07 0.133
H 21.623 0.199 -9.409 0.03 0.20 0.38 0.139
C 14.862 2.618 -4.152 0.91 0.37 -0.91 0.000
C 15.592 3.851 -4.746 0.47 -1.75 0.58 -0.324
C 14.984 4.514 -5.965 -1.71 -2.25 -0.19 -0.092
O 14.892 5.864 -5.607 0.03 0.68 -1.88 0.112
C 15.369 6.043 -4.403 0.72 2.77 3.12 -0.558
O 15.570 7.123 -3.861 -0.56 -2.28 -1.38 0.126
O 15.572 4.863 -3.783 -0.05 1.37 0.60 0.081
H 13.784 2.753 -4.058 0.08 0.14 -0.04 0.089
H 15.304 2.393 -3.182 -0.10 0.09 0.03 0.080
H 15.089 1.784 -4.816 -0.26 -0.18 -0.04 0.085
H 16.653 3.627 -4.855 0.05 -0.43 -0.42 0.151
H 13.998 4.060 -6.065 -0.66 0.52 0.24 0.129
H 15.342 4.240 -6.958 1.13 0.82 0.18 0.139
C 23.674 2.620 -2.977 -0.46 0.16 -0.23 -0.018
C 22.618 1.534 -2.672 1.27 1.93 -0.94 -0.293
C 22.165 0.867 -3.976 0.33 1.06 -0.68 -0.130
O 22.324 -0.490 -3.743 -0.41 -1.52 1.84 0.047
C 22.914 -0.672 -2.509 1.91 -4.11 0.12 -0.477
O 23.221 -1.806 -2.098 -1.36 4.03 -1.04 0.110
O 23.282 0.502 -1.963 -1.01 -1.20 0.09 0.097
H 23.340 3.234 -3.813 -0.22 0.07 -0.02 0.083
H 24.601 2.159 -3.319 -0.02 -0.17 0.18 0.095
H 23.889 3.314 -2.163 -0.07 -0.32 0.18 0.084
H 21.796 1.953 -2.092 -0.04 -0.27 0.12 0.154
H 22.825 1.060 -4.821 0.15 0.62 0.06 0.133
H 21.163 1.149 -4.301 -0.17 -0.27 0.27 0.139
C 12.218 -1.968 -9.439 0.72 -0.60 0.55 -0.017
C 11.808 -1.481 -8.013 2.33 0.34 -3.67 -0.343
C 11.895 0.064 -7.949 0.79 -2.33 0.19 -0.082
O 10.582 0.374 -7.554 -0.29 1.59 0.40 0.073
C 9.748 -0.680 -7.585 -1.27 0.04 1.04 -0.489
O 8.568 -0.610 -7.274 2.87 -0.68 -1.14 0.136
O 10.496 -1.772 -7.936 -4.36 -0.43 1.36 0.073
H 12.133 -3.051 -9.522 0.53 -0.22 0.42 0.074
H 13.234 -1.632 -9.645 0.14 -0.27 -0.09 0.084
H 11.578 -1.698 -10.280 -0.36 0.96 0.46 0.085
H 12.406 -1.967 -7.242 -0.14 -0.07 0.04 0.154
H 12.182 0.478 -8.916 -0.31 0.30 0.18 0.132
H 12.700 0.165 -7.221 -0.44 1.38 0.27 0.137
```
Positions in Å, forces in eV/Å.

LUMO level   -1.5 eV
HOMO energy   -7.2449 eV
Net charge   0


[2]
DFT (ωB97M-V with the def2-TZVPD basis set) results for the ion C2H3Cl2O3P with charge -2.

```
11
Properties=species:S:1:pos:R:3:forces:R:3:lowdin_charge:R:1
O 1.450 0.465 1.894 -0.27 -0.26 1.57 -0.456
P 1.478 0.654 0.420 -1.05 -1.36 -1.45 -0.031
O 1.720 2.012 -0.106 0.76 1.87 -0.42 -0.480
O 2.064 -0.508 -0.377 -0.08 -0.03 0.06 -0.480
C -0.505 0.493 -0.167 -0.15 -0.68 3.52 -0.877
Cl -0.683 1.267 -1.673 -0.63 0.60 -2.43 0.508
C -0.809 -1.002 -0.144 -1.50 1.70 -3.29 -0.620
Cl -2.527 -1.485 0.406 -0.15 0.00 0.17 0.322
H -1.241 1.068 0.501 1.34 -1.01 -0.46 0.060
H -0.797 -1.430 -1.177 0.20 0.46 0.79 0.053
H -0.151 -1.534 0.422 1.53 -1.28 1.93 0.001
```
Positions in Å, forces in eV/Å.

LUMO level   5.5 eV
SMILES   O=P([O-])([O-])[C@@H](Cl)CCl
HOMO energy   0.2303 eV
Net charge   -2